No. 1
The following is a quantum chemistry calculation of one molecule with the formula C4H7NS in a non-equilibrium geometry, from OMol25.

highest occupied orbital energy (spin up / spin down) = -5.15 / -9.11 eV
energy above the lowest of the compared OMol25 structures with the same formula, charge and spin = 45.5 kcal/mol
spin multiplicity = 3
total charge = 0
lowest unoccupied orbital energy (spin up / spin down) = 1.00 / -2.35 eV
gap between HOMO and LUMO (spin up / spin down) = 0.2259 / 0.2487 hartree

CARTESIAN COORDINATES (ANGSTROEM)
1 C -1.76774 -0.11326 0.47707
2 C -1.84572 0.74157 -0.55156
3 C 0.12004 0.72793 0.40658
4 C 2.16726 -1.00093 -0.12151
5 N -0.45901 -0.36029 0.76920
6 S 1.80742 0.77207 0.01281
7 H -2.57285 -0.49503 1.08024
8 H -1.07462 0.83734 -1.29384
9 H -2.80137 1.15524 -0.86293
10 H -0.27721 1.73324 0.52561
11 H 1.34998 -1.47661 -0.65382
12 H 2.25301 -1.41957 0.87643
13 H 3.10081 -1.10169 -0.66428


No. 2
The following is a quantum chemistry calculation of one molecule with the formula C4H7NS in a non-equilibrium geometry, from OMol25.

highest occupied orbital energy (spin up / spin down) = -5.46 / -9.05 eV
energy above the lowest of the compared OMol25 structures with the same formula, charge and spin = 45.9 kcal/mol
spin multiplicity = 3
total charge = 0
lowest unoccupied orbital energy (spin up / spin down) = 0.99 / -1.77 eV
gap between HOMO and LUMO (spin up / spin down) = 0.2371 / 0.2672 hartree

CARTESIAN COORDINATES (ANGSTROEM)
1 C 0.85520 -0.99937 1.94868
2 C -1.71156 1.93984 -2.19213
3 C -0.29026 0.47739 -0.94162
4 C 1.18417 -1.11679 0.53866
5 N -1.18074 1.02195 -1.56965
6 S -0.36995 -1.20164 -0.48953
7 H 0.43257 -0.02420 2.11970
8 H 0.09328 -1.61825 2.43259
9 H -2.44976 2.68054 -1.69608
10 H -1.55074 1.98477 -3.32912
11 H 1.50324 -0.18167 0.08904
12 H 1.74203 -2.02178 0.49895
13 H 1.74251 -0.94080 2.59049


No. 3
The following is a quantum chemistry calculation of one molecule with the formula C4H7NS2 in a non-equilibrium geometry, from OMol25.

highest occupied orbital energy = -9.24 eV
energy above the lowest of the compared OMol25 structures with the same formula, charge and spin = 0.0 kcal/mol
total charge = 0
lowest unoccupied orbital energy = 0.54 eV
gap between HOMO and LUMO = 0.3592 hartree
structure (SMILES) = CCSSCC#N

CARTESIAN COORDINATES (ANGSTROEM)
1 C 1.97061 0.18631 0.09501
2 C 1.29982 -1.07597 -0.40951
3 S -0.11653 -1.62903 0.62949
4 S -1.72387 -1.15879 -0.50789
5 C -2.42996 0.39622 0.22963
6 C -1.51957 1.49804 0.16452
7 N -0.77681 2.36635 0.10630
8 H 1.34747 1.05817 -0.07741
9 H 2.18606 0.11588 1.15817
10 H 2.90243 0.32621 -0.44200
11 H 1.99151 -1.91943 -0.40674
12 H 0.90610 -0.94336 -1.41515
13 H -2.72617 0.18042 1.25513
14 H -3.31111 0.59899 -0.37955


No. 4
The following is a quantum chemistry calculation of one molecule with the formula C4H7NS2 in a non-equilibrium geometry, from OMol25.

highest occupied orbital energy = -8.49 eV
energy above the lowest of the compared OMol25 structures with the same formula, charge and spin = 38.0 kcal/mol
total charge = 0
lowest unoccupied orbital energy = 0.73 eV
gap between HOMO and LUMO = 0.3386 hartree
structure (SMILES) = C/C=C\S/C=N\S

CARTESIAN COORDINATES (ANGSTROEM)
1 C 2.83279 1.42526 -1.52369
2 C 1.84295 0.59920 -2.34360
3 C 0.83958 -0.08051 -1.80043
4 S 0.34443 0.16873 -0.14333
5 C -1.19371 -0.75419 -0.09866
6 N -1.99739 -0.96912 0.86901
7 S -1.68336 -0.42903 2.45445
8 H 3.74884 0.77725 -1.26271
9 H 3.20008 2.39750 -2.02276
10 H 2.34078 1.56414 -0.52509
11 H 2.13545 0.44228 -3.41051
12 H 0.23268 -0.72582 -2.39234
13 H -1.44894 -1.24548 -1.07088
14 H -0.73399 0.60012 2.22151


No. 5
The following is a quantum chemistry calculation of C4H7NSi as an isolated structure in a non-equilibrium geometry, from OMol25.

highest occupied orbital energy (spin up / spin down) = -6.75 / -9.97 eV
energy above the lowest of the compared OMol25 structures with the same formula, charge and spin = 0.0 kcal/mol
spin multiplicity = 3
total charge = 0
lowest unoccupied orbital energy (spin up / spin down) = 0.80 / -0.99 eV
gap between HOMO and LUMO (spin up / spin down) = 0.2773 / 0.3300 hartree

CARTESIAN COORDINATES (ANGSTROEM)
1 C -1.65843 0.75156 0.73011
2 C -1.25957 1.41931 -0.38839
3 C -1.06895 -0.52188 0.17896
4 C -0.56676 0.27369 -1.00695
5 N -1.01836 -1.73848 0.43174
6 Si 2.43461 -0.40713 0.31431
7 H -2.25633 1.12824 1.64208
8 H -1.58145 2.41457 -0.82121
9 H -0.14535 0.12457 -2.02339
10 H -0.40076 -2.18670 -0.30670
11 H 3.05031 -0.53509 -1.07051
12 H 1.85829 -1.49419 1.00498
13 H 2.61275 0.77155 1.31498


No. 6
The following is a quantum chemistry calculation of an isolated ion of composition C4H7O2 and charge -1, from OMol25.

highest occupied orbital energy = -3.80 eV
energy above the lowest of the compared OMol25 structures with the same formula, charge and spin = 1.4 kcal/mol
total charge = -1
lowest unoccupied orbital energy = 4.22 eV
gap between HOMO and LUMO = 0.2948 hartree
structure (SMILES) = CCCC(=O)[O-]

CARTESIAN COORDINATES (ANGSTROEM)
1 C -1.57342 1.58768 0.80135
2 C -0.27439 1.45237 0.02888
3 C -0.19652 0.17885 -0.81076
4 C 0.61617 -0.98968 -0.15017
5 O 1.05845 -1.83031 -0.96664
6 O 0.80886 -0.90482 1.08170
7 H -2.43303 1.66562 0.12439
8 H -1.72407 0.67343 1.38380
9 H -1.55637 2.39985 1.54181
10 H -0.08984 2.32818 -0.60008
11 H 0.57243 1.45141 0.71336
12 H -1.19660 -0.22753 -0.96116
13 H 0.26516 0.37556 -1.78267